(1)
C18H21N3O6 | ωB97M-V/def2-TZVPD

```
48
Properties=species:S:1:pos:R:3:mulliken_charge:R:1
O -5.662 2.539 0.502 -0.493
O 6.924 -0.042 0.409 -0.511
O -6.489 0.396 0.662 -0.508
O 1.886 -1.202 -0.664 -0.905
O -0.606 2.164 -0.288 -0.898
O 4.800 2.054 0.528 -0.737
N 4.073 -0.080 0.652 0.097
N 1.778 1.059 -0.716 -0.085
N -2.104 -1.633 0.039 0.174
C -2.970 -0.564 0.143 0.513
C 6.295 -0.935 1.291 -0.333
C 4.102 1.148 0.113 0.366
C -2.568 -3.007 0.095 -1.019
C -4.636 1.648 0.361 0.906
C -4.349 -0.764 0.355 -1.311
C -2.460 0.745 0.039 0.231
C -0.800 -1.408 -0.195 0.072
C -1.037 1.013 -0.200 1.699
C 1.239 -0.157 -0.582 0.323
C -3.128 -3.461 -1.251 -1.022
C 3.156 1.295 -1.096 0.239
C -3.308 1.864 0.151 -1.377
C -6.827 1.769 0.693 -0.280
C 3.285 2.677 -1.715 -1.705
C 4.926 -0.430 1.764 -0.972
C -0.226 -0.180 -0.319 -0.591
C -5.145 0.343 0.460 0.542
H -3.464 -4.492 -1.183 0.373
H -4.794 -1.739 0.432 0.361
H -0.161 -2.276 -0.290 0.472
H 3.504 -0.796 0.206 0.217
H 5.069 0.477 2.362 0.353
H -3.318 -3.106 0.882 0.406
H -2.878 2.848 0.066 0.517
H 4.311 2.843 -2.028 0.412
H 3.443 0.516 -1.817 0.367
H 6.927 -1.113 2.175 0.299
H 4.436 -1.192 2.372 0.415
H 6.655 0.860 0.636 0.348
H 3.028 3.435 -0.978 0.360
H -2.359 -3.395 -2.016 0.322
H 1.156 1.860 -0.593 0.345
H -7.552 1.986 -0.107 0.255
H -7.278 2.013 1.668 0.253
H 2.626 2.772 -2.575 0.437
H 6.186 -1.879 0.747 0.282
H -1.718 -3.635 0.365 0.445
H -3.967 -2.839 -1.554 0.348
```

## Properties
SMILES ... CCn1cc(C(=O)N[C@@H](C)C(=O)NCCO)c(=O)c2cc3c(cc21)OCO3
Largest force on an atom ... 0.0257 Eh/bohr
Net charge ... 0
Energy relative to the best compared isomer or geometry (same formula, charge and spin) ... 151.7 kJ/mol
E_LUMO ... 0.0050 Eh
Total energy ... -35763.4853 eV

(2)
C18H21N4O4STi | ωB97M-V/def2-TZVPD

```
49
Properties=species:S:1:pos:R:3:mulliken_spin:R:1
Ti 0.786 -0.438 0.212 1.422
S -1.504 -1.039 -0.507 -0.003
O -0.132 5.070 -2.983 0.000
O -1.300 4.550 -1.176 -0.001
O 0.420 1.083 1.194 0.040
O 0.259 3.314 1.119 -0.001
N -3.946 -0.196 0.298 0.003
N 0.707 0.843 -2.645 0.014
N 0.751 0.835 -1.314 -0.072
N -2.387 0.545 1.585 0.012
C 1.059 -2.652 0.752 -0.045
C -4.549 0.583 1.270 0.000
C 2.309 -0.931 1.970 -0.026
C 3.601 -1.052 -1.630 -0.022
C -4.622 -0.868 -0.794 -0.001
C -0.514 4.227 -2.010 -0.003
C 0.317 2.040 -3.122 0.026
C 2.767 -1.333 -0.412 0.084
C 3.027 -0.641 0.796 0.124
C 0.351 2.255 0.572 0.008
C -3.575 1.046 2.075 0.002
C 0.384 2.058 -0.918 0.061
C 0.090 2.860 -2.039 -0.004
C -2.613 -0.204 0.491 0.008
C 1.819 -2.375 -0.402 0.176
C 0.138 -3.836 0.770 -0.010
C 2.665 -0.241 3.251 0.005
C 1.285 -1.895 1.928 0.187
H 2.862 0.818 3.083 0.000
H -4.306 -1.908 -0.840 0.001
H 4.602 -1.462 -1.487 0.002
H 3.829 0.085 0.827 -0.002
H 0.891 0.003 -3.166 0.010
H -5.694 -0.820 -0.624 0.000
H -0.365 -3.967 -0.187 -0.001
H 3.177 -1.516 -2.520 0.001
H 0.575 4.726 -3.536 0.001
H 0.733 -4.730 0.967 0.005
H -3.615 1.702 2.926 0.000
H -5.614 0.729 1.297 0.000
H -0.614 -3.747 1.552 0.000
H 1.686 -2.987 -1.285 -0.010
H 0.748 -2.145 2.833 -0.003
H 1.870 -0.332 3.989 -0.003
H -1.456 0.795 1.896 0.007
H 0.213 2.203 -4.183 0.003
H 3.568 -0.693 3.663 0.002
H -4.390 -0.383 -1.742 0.000
H 3.703 0.020 -1.797 -0.001
```

## Properties
Largest force on an atom ... 0.0529 Eh/bohr
Net charge ... +1
Energy relative to the best compared isomer or geometry (same formula, charge and spin) ... 143.4 kJ/mol
Multiplicity ... 3
E_LUMO (alpha / beta) ... -0.1123 / -0.1170 Eh
Total energy ... -67104.6947 eV

(3)
C18H21N5O | ωB97M-V/def2-TZVPD

```
45
Properties=species:S:1:pos:R:3:mulliken_charge:R:1
O 2.901 -4.015 -0.547 -0.614
N -1.393 2.156 0.111 -0.668
N 0.152 0.759 1.024 -0.271
N 1.806 -0.205 -0.180 -0.183
N 1.022 -3.078 0.344 -0.096
N -1.138 2.511 -2.240 -0.005
C 1.630 -2.325 1.406 -0.869
C -3.251 2.327 3.881 -0.319
C -0.950 1.512 1.108 0.080
C -0.822 1.002 3.684 -0.464
C -1.408 1.271 4.918 -0.345
C 2.411 -0.955 1.026 -0.782
C -0.443 2.367 -4.784 -1.449
C -0.465 1.897 -3.359 -0.041
C 0.735 0.577 -0.083 -0.017
C 0.845 -4.815 -1.429 -1.078
C -0.897 1.830 -1.075 -0.587
C -1.500 1.630 2.480 0.701
C -2.736 2.220 2.610 -0.513
C 1.688 -3.983 -0.494 0.686
C 1.257 -0.023 -3.411 -1.712
C 0.167 0.953 -1.320 1.256
C -2.664 1.885 5.042 -0.745
C 0.411 0.965 -2.740 1.075
H -4.229 2.728 3.795 0.355
H 1.919 -0.558 -1.057 0.103
H 2.226 -2.879 2.132 0.384
H 2.384 -0.297 1.964 0.328
H 2.166 -0.192 -2.907 0.412
H -1.224 1.805 -5.242 0.336
H -0.716 3.388 -4.936 0.386
H 0.861 -1.999 2.112 0.426
H -1.644 3.380 -2.153 0.241
H 3.451 -1.162 0.810 0.451
H 0.166 0.532 3.609 0.273
H 0.862 -1.044 -3.364 0.322
H 0.163 -4.116 -1.961 0.286
H -3.302 2.721 1.774 0.293
H -0.906 0.958 5.811 0.405
H 0.245 -5.546 -0.847 0.316
H -3.145 1.878 5.978 0.418
H -0.005 -3.113 0.410 0.269
H 0.558 2.299 -5.302 0.321
H 1.493 -5.390 -2.112 0.293
H 1.320 0.144 -4.486 0.339
```

## Properties
SMILES ... CC(=O)NCCNc1nc(-c2ccccc2)nc2[nH]c(C)c(C)c12
Largest force on an atom ... 0.1080 Eh/bohr
Net charge ... 0
Energy relative to the best compared isomer or geometry (same formula, charge and spin) ... 166.3 kJ/mol
E_LUMO ... 0.0218 Eh
Total energy ... -28504.2193 eV

(4)
C18H21N5O4 | ωB97M-V/def2-TZVPD

```
48
Properties=species:S:1:pos:R:3:mulliken_charge:R:1
O -4.602 -2.831 0.518 -0.655
O 5.287 0.904 -0.243 -0.449
O 4.182 -1.735 -0.114 -0.442
O -6.772 1.719 0.637 -0.338
N -4.451 -0.584 0.294 -0.151
N -2.274 0.311 -1.160 -0.620
N -2.045 -0.980 -1.054 1.258
N -0.777 -1.255 -0.861 -0.954
N -1.145 0.912 -1.035 -0.504
C -4.122 -1.849 0.000 0.764
C 3.447 -0.605 -0.291 0.301
C 5.570 2.806 1.275 -1.085
C -5.476 -0.256 1.269 -1.041
C 5.820 2.206 -0.105 -0.507
C 2.088 -0.830 -0.462 -0.863
C -7.887 2.039 -0.038 -0.436
C -7.702 -0.168 -0.084 -0.330
C 1.677 1.519 -0.716 -1.471
C -6.662 0.372 0.614 0.411
C 3.027 1.755 -0.554 -0.373
C 5.867 -3.132 0.779 -1.416
C 3.934 0.719 -0.351 1.582
C -3.065 -1.976 -1.119 -0.580
C -8.502 0.920 -0.507 -0.447
C 5.487 -1.698 0.440 -0.103
C -0.211 -0.047 -0.853 0.382
C 1.198 0.215 -0.677 0.318
H 3.376 2.774 -0.605 0.327
H 5.166 -3.545 1.499 0.340
H 6.197 -1.277 -0.280 0.273
H -7.874 -1.209 -0.265 0.511
H -5.761 -1.196 1.748 0.429
H -2.588 -2.955 -1.042 0.333
H -5.065 0.434 2.010 0.313
H 6.894 2.066 -0.260 0.398
H 5.839 -3.744 -0.119 0.326
H 5.497 -1.080 1.345 0.307
H 4.505 2.910 1.468 0.356
H -4.010 0.177 -0.214 0.313
H 6.869 -3.160 1.199 0.405
H -8.134 3.079 -0.113 0.460
H 6.037 3.785 1.337 0.386
H 1.730 -1.846 -0.423 0.503
H -9.407 0.872 -1.078 0.412
H 5.997 2.163 2.041 0.295
H 0.991 2.334 -0.878 0.483
H -3.591 -1.900 -2.077 0.236
H 5.445 2.867 -0.896 0.341
```

## Properties
SMILES ... CCOc1ccc(-c2nnn(CC(=O)NCc3ccco3)n2)cc1OCC
Largest force on an atom ... 0.0212 Eh/bohr
Net charge ... 0
Energy relative to the best compared isomer or geometry (same formula, charge and spin) ... 341.8 kJ/mol
E_LUMO ... 0.0285 Eh
Total energy ... -34645.5498 eV

(5)
C18H21NO2 | ωB97M-V/def2-TZVPD

```
42
Properties=species:S:1:pos:R:3:mulliken_charge:R:1
O 2.300 0.104 -0.594 -0.226
O 4.755 1.030 0.522 -0.460
N 0.012 1.771 -0.586 -0.220
C 5.399 -2.539 0.180 -0.451
C -2.287 -0.194 0.104 -0.869
C 5.559 -1.203 0.494 -0.650
C 3.352 -0.741 -0.350 0.393
C -3.750 -0.522 0.023 0.278
C -4.466 -0.268 -1.140 -0.354
C -6.483 -1.056 -0.108 -0.408
C 3.829 1.894 -0.096 -0.731
C -5.822 -0.533 -1.207 -0.591
C 4.545 -0.293 0.222 0.642
C 3.207 -2.083 -0.678 -0.729
C -4.423 -1.044 1.120 -0.310
C -0.623 1.641 0.713 -0.392
C 2.405 1.358 0.059 0.681
C 1.355 2.293 -0.572 -1.370
C 4.229 -2.976 -0.420 -0.508
C -5.780 -1.311 1.056 -0.580
C -2.094 1.260 0.552 -0.706
H 2.281 -2.401 -1.130 0.416
H -1.826 -0.338 -0.874 0.340
H -0.130 0.900 1.366 0.266
H 2.204 1.221 1.133 0.216
H 3.940 2.865 0.388 0.363
H -6.365 -0.333 -2.119 0.371
H 6.192 -3.237 0.396 0.372
H 4.059 1.989 -1.167 0.331
H -2.602 1.404 1.508 0.393
H 1.360 3.243 -0.031 0.424
H -7.541 -1.265 -0.160 0.369
H 6.465 -0.835 0.948 0.417
H 0.020 0.872 -1.057 0.276
H 4.106 -4.016 -0.679 0.375
H -6.289 -1.720 1.917 0.372
H 1.645 2.479 -1.610 0.389
H -0.556 2.618 1.203 0.379
H -2.550 1.928 -0.179 0.365
H -1.796 -0.858 0.820 0.404
H -3.878 -1.247 2.032 0.361
H -3.954 0.139 -2.000 0.362
```

## Properties
SMILES ... c1ccc(CCCNC[C@@H]2COc3ccccc3O2)cc1
Largest force on an atom ... 0.0135 Eh/bohr
Net charge ... 0
Energy relative to the best compared isomer or geometry (same formula, charge and spin) ... 99.2 kJ/mol
E_LUMO ... 0.0324 Eh
Total energy ... -24591.6079 eV